Entry 1:
Density functional theory data (ωB97M-V/def2-TZVPD) for 10 unconnected molecules or ions with the total composition C69H72ClF2N2O2S at a distorted geometry.

The geometry in ORCA input format:
```
! wB97M-V def2-TZVPD RIJCOSX def2/J DEFGRID3
* xyz 1 1
C 0.038 -5.119 1.241
C -0.957 -4.307 0.468
C -1.948 -4.965 -0.263
Cl -2.044 -6.682 -0.210
C -2.860 -4.262 -1.039
C -3.886 -4.999 -1.860
O -4.842 -5.496 -1.409
O -3.588 -4.969 -3.180
C -2.570 -5.901 -3.592
C -1.150 -5.310 -3.495
C -0.406 -5.238 -4.814
F -1.189 -4.033 -2.954
C -2.784 -2.878 -1.046
N -3.750 -2.111 -1.768
C -3.630 -2.053 -2.992
S -3.603 -1.990 -4.524
C -1.799 -2.216 -0.308
C -1.715 -0.715 -0.331
C -1.506 -0.073 -1.728
C -2.624 0.867 -2.162
F -0.353 0.706 -1.598
N -0.929 -2.952 0.437
C 0.111 -2.283 1.259
H 0.660 -5.670 0.541
H 0.657 -4.560 1.924
H -0.504 -5.854 1.824
H -2.655 -6.824 -3.031
H -2.796 -6.152 -4.621
H -0.561 -5.959 -2.846
H -1.074 -4.981 -5.630
H 0.167 -6.137 -5.006
H 0.308 -4.426 -4.698
H -0.917 -0.309 0.269
H -2.652 -0.341 0.075
H -1.275 -0.826 -2.479
H -3.451 0.898 -1.459
H -2.228 1.872 -2.245
H -3.028 0.599 -3.132
H 0.093 -2.746 2.234
H 1.070 -2.469 0.791
H -0.080 -1.238 1.423
C -6.419 -2.158 1.737
C -6.186 -1.475 0.550
C -6.867 -0.296 0.282
C -7.777 0.205 1.203
C -8.007 -0.477 2.390
C -7.331 -1.660 2.656
H -5.890 -3.081 1.945
H -5.473 -1.861 -0.166
H -6.691 0.234 -0.647
H -8.306 1.125 0.996
H -8.716 -0.086 3.108
H -7.517 -2.193 3.579
C -0.865 2.743 4.302
C -1.817 1.963 4.944
C -2.762 1.266 4.203
C -2.748 1.345 2.817
C -1.793 2.123 2.174
C -0.854 2.826 2.916
H -0.133 3.288 4.884
H -1.824 1.901 6.025
H -3.509 0.664 4.704
H -3.485 0.799 2.238
H -1.782 2.186 1.091
H -0.114 3.437 2.416
C 2.172 4.526 8.520
C 1.103 4.650 9.396
C -0.118 5.128 8.939
C -0.273 5.473 7.604
C 0.796 5.345 6.727
C 2.019 4.875 7.185
H 3.125 4.157 8.877
H 1.222 4.375 10.436
H -0.950 5.231 9.624
H -1.226 5.841 7.246
H 0.676 5.615 5.685
H 2.854 4.781 6.502
C 2.678 -1.523 -2.579
C 2.179 -2.787 -2.303
C 2.892 -3.919 -2.668
C 4.117 -3.794 -3.307
C 4.621 -2.530 -3.583
C 3.901 -1.396 -3.223
H 2.117 -0.641 -2.298
H 1.224 -2.897 -1.798
H 2.487 -4.901 -2.449
H 4.676 -4.676 -3.591
H 5.576 -2.428 -4.081
H 4.294 -0.413 -3.445
C 4.510 -2.187 1.409
C 3.995 -3.227 0.646
C 4.262 -4.545 0.993
C 5.040 -4.824 2.108
C 5.553 -3.784 2.872
C 5.291 -2.467 2.521
H 4.305 -1.160 1.135
H 3.387 -3.010 -0.227
H 3.867 -5.355 0.392
H 5.249 -5.850 2.380
H 6.160 -4.002 3.741
H 5.697 -1.658 3.114
C -2.847 1.608 -9.292
C -2.985 0.515 -8.448
C -3.739 0.627 -7.288
C -4.361 1.828 -6.975
C -4.225 2.919 -7.821
C -3.466 2.810 -8.978
H -2.259 1.522 -10.196
H -2.505 -0.423 -8.695
H -3.842 -0.222 -6.625
H -4.952 1.913 -6.072
H -4.711 3.855 -7.579
H -3.357 3.662 -9.635
C 6.888 3.180 -4.145
C 6.395 1.915 -3.864
C 7.120 0.790 -4.231
C 8.345 0.929 -4.869
C 8.840 2.195 -5.147
C 8.110 3.321 -4.789
H 6.320 4.057 -3.864
H 5.443 1.807 -3.360
H 6.730 -0.198 -4.017
H 8.912 0.051 -5.152
H 9.794 2.305 -5.644
H 8.494 4.308 -5.011
C 3.921 5.366 -7.523
C 4.845 4.512 -6.936
C 4.512 3.187 -6.695
C 3.256 2.713 -7.049
C 2.332 3.565 -7.639
C 2.664 4.893 -7.873
H 4.181 6.400 -7.710
H 5.827 4.880 -6.666
H 5.230 2.524 -6.233
H 2.997 1.678 -6.865
H 1.353 3.195 -7.916
H 1.943 5.559 -8.329
C -1.369 4.039 13.953
C -2.321 3.252 14.586
C -3.259 2.557 13.835
C -3.240 2.644 12.450
C -2.287 3.428 11.817
C -1.354 4.129 12.569
H -0.640 4.583 14.540
H -2.332 3.180 15.666
H -4.004 1.948 14.330
H -3.970 2.099 11.864
H -2.272 3.494 10.736
H -0.613 4.746 12.075
*
```

Summary:
- lowest unoccupied orbital energy (eV) = -3.80
- E (eV) = -108581.427
- HOMO-LUMO gap (hartree) = 0.24376

=====

Entry 2:
Density functional theory data (ωB97M-V/def2-TZVPD) for 3 unconnected molecules or ions with the total composition C2H9O3 at a distorted geometry.

The geometry in ORCA input format:
```
! wB97M-V def2-TZVPD RIJCOSX def2/J DEFGRID3
* xyz -1 1
C -1.051 0.912 -0.478
O -0.729 -0.388 -0.576
C -1.916 1.059 0.932
H -1.782 1.040 -1.331
H -0.151 1.754 -0.640
H -2.631 0.239 0.952
H -2.587 1.912 0.698
H -1.066 1.126 1.689
H 2.432 -1.590 -0.247
H 2.489 -3.149 -0.511
O 2.847 -2.463 0.131
H 1.949 0.015 0.497
H 0.362 -0.361 -0.701
O 1.835 -0.107 -0.416
*
```

Summary:
- relative energy (zero: lowest compared OMol25 entry of this formula, charge and spin) (kcal per mole) = 31.62
- lowest unoccupied orbital energy (eV) = 4.28
- E (eV) = -8361.954
- HOMO-LUMO gap (hartree) = 0.31554

=====

Entry 3:
Density functional theory data (ωB97M-V/def2-TZVPD) for C6H7NO2 in the gas phase at a distorted geometry.

The geometry in ORCA input format:
```
! wB97M-V def2-TZVPD RIJCOSX def2/J DEFGRID3
* xyz 0 1
C -1.173 0.061 -1.954
C -0.551 -0.233 -0.824
C -0.668 -1.774 -0.257
N -1.167 -2.806 -0.077
C 0.362 0.525 0.058
C -0.353 1.527 0.964
C 1.104 -0.576 0.888
O 0.945 -0.800 2.074
O 2.199 -1.016 0.208
H -1.041 1.040 -2.408
H -1.746 -0.686 -2.496
H 1.127 1.030 -0.546
H -0.079 1.437 2.018
H -0.091 2.548 0.667
H -1.441 1.441 0.912
H 2.574 -1.719 0.773
*
```

Summary:
- SMILES string = C=C(C#N)[C@@H](C)C(=O)O
- relative energy (zero: lowest compared OMol25 entry of this formula, charge and spin) (kcal per mole) = 34.86
- lowest unoccupied orbital energy (eV) = 0.37
- E (eV) = -11918.920
- HOMO-LUMO gap (hartree) = 0.40689

=====

Entry 4:
Density functional theory data (ωB97M-V/def2-TZVPD) for 3 unconnected molecules or ions with the total composition C17H20ClF2NO3 at a distorted geometry.

The geometry in ORCA input format:
```
! wB97M-V def2-TZVPD RIJCOSX def2/J DEFGRID3
* xyz 0 1
C -0.777 -1.566 0.926
C -2.006 -1.290 0.047
C -2.735 -0.061 0.565
O -3.576 -0.413 1.658
C -4.924 -0.101 1.504
N -5.579 -0.775 0.398
C -5.614 -2.151 0.425
O -5.333 -2.916 -0.478
O -6.165 -2.570 1.640
Cl -5.270 -3.837 2.305
H -0.087 -0.744 0.804
H -0.316 -2.511 0.674
H -1.122 -1.580 1.954
H -2.664 -2.148 0.133
H -1.725 -1.161 -0.992
H -3.282 0.452 -0.223
H -1.992 0.645 0.928
H -5.412 -0.419 2.414
H -5.088 0.969 1.403
H -5.313 -0.452 -0.518
F 1.957 -0.320 -0.338
C 2.854 -1.330 -0.281
C 2.626 -2.463 -1.034
C 3.549 -3.497 -0.974
C 4.672 -3.385 -0.166
C 4.876 -2.235 0.583
C 3.962 -1.193 0.527
H 1.740 -2.530 -1.652
H 3.389 -4.391 -1.560
H 5.387 -4.195 -0.121
H 5.749 -2.148 1.216
H 4.103 -0.287 1.101
F -0.273 2.800 -0.945
C 0.874 3.511 -1.010
C 0.817 4.834 -1.400
C 1.997 5.560 -1.460
C 3.206 4.960 -1.138
C 3.236 3.627 -0.751
C 2.062 2.891 -0.682
H -0.136 5.281 -1.651
H 1.971 6.599 -1.760
H 4.124 5.530 -1.190
H 4.177 3.155 -0.504
H 2.061 1.855 -0.378
*
```

Summary:
- SMILES string = CCCOCNC(=O)OCl.Fc1ccccc1.Fc1ccccc1
- lowest unoccupied orbital energy (eV) = 0.00
- E (eV) = -43541.500
- HOMO-LUMO gap (hartree) = 0.34328

=====

Q: Which value of lowest unoccupied orbital energy does entry 2 give?
A: 4.28 eV